(1)
Density functional theory data (the ωB97M-V functional and the def2-TZVPD basis) for a cluster of 2 separate species, C2H4ClPS in total.

Spin multiplicity: 1
HOMO, eV: -9.237
Gap between HOMO and LUMO, Ha: 0.3001
Total charge: 0
Energy relative to the best compared isomer or geometry (same formula, charge and spin), kcal per mole: 51.4

CARTESIAN COORDINATES (ANGSTROEM)
C (1.603, 0.028, 0.134)
C (2.719, -0.603, -0.031)
P (-1.465, 0.318, 0.662)
S (-0.546, -1.066, -0.450)
Cl (4.220, 0.077, 0.135)
H (1.370, 1.018, 0.425)
H (2.690, -1.641, -0.006)
H (-2.449, 0.629, -0.190)
H (-2.387, -0.394, 1.322)

---

(2)
Density functional theory data (the ωB97M-V functional and the def2-TZVPD basis) for a structure of composition C8H20ClI2OP2Sc.

Spin multiplicity: 1
HOMO, eV: -13.775
Gap between HOMO and LUMO, Ha: 0.1924
Total charge: +2
Energy relative to the best compared isomer or geometry (same formula, charge and spin), kcal per mole: 0.0

CARTESIAN COORDINATES (ANGSTROEM)
I (3.131, 5.396, 0.476)
I (4.210, 4.262, -1.726)
Sc (-0.021, -0.542, -0.405)
P (1.718, -1.258, 1.417)
C (3.264, -0.428, 1.823)
C (1.077, -1.820, 3.032)
H (1.857, -2.382, 3.562)
H (2.864, -3.409, 1.314)
H (0.186, -2.448, 2.916)
H (1.343, -3.446, 0.362)
H (3.040, 0.500, 2.360)
H (0.798, -0.944, 3.631)
C (2.226, -2.841, 0.626)
H (3.905, -1.063, 2.440)
H (2.787, -2.626, -0.296)
H (3.788, -0.167, 0.897)
P (-1.810, 1.042, -1.478)
C (-1.539, 2.701, -2.121)
C (-2.154, 0.010, -2.964)
H (-3.794, 0.149, -0.348)
H (-4.179, 1.556, -1.389)
H (-3.388, 1.788, 0.196)
C (-3.452, 1.134, -0.683)
H (-2.363, -1.033, -2.675)
H (-3.017, 0.418, -3.504)
H (-2.386, 3.035, -2.727)
H (-0.627, 2.709, -2.728)
H (-1.273, 0.017, -3.625)
H (-1.394, 3.390, -1.282)
C (0.958, 1.375, -0.076)
O (1.623, 2.328, -0.128)
Cl (-2.139, -0.868, 1.916)
C (-1.568, -1.798, 0.481)
H (-1.223, -2.766, 0.854)
H (-2.445, -1.970, -0.149)

---

(3)
Density functional theory data (the ωB97M-V functional and the def2-TZVPD basis) for a structure of composition C29H21CsF3N6O5S.

Spin multiplicity: 1
HOMO, eV: -4.237
Gap between HOMO and LUMO, Ha: 0.2105
Total charge: -1
Energy relative to the best compared isomer or geometry (same formula, charge and spin), kcal per mole: 5.2

CARTESIAN COORDINATES (ANGSTROEM)
Cs (-0.072, -0.300, 0.283)
C (9.359, 4.676, 5.233)
O (7.969, 4.579, 5.441)
C (7.158, 5.160, 4.502)
C (7.614, 5.867, 3.400)
C (6.695, 6.426, 2.514)
C (5.334, 6.261, 2.694)
C (4.887, 5.562, 3.820)
C (5.785, 5.020, 4.712)
N (4.425, 6.955, 1.838)
N (3.511, 6.370, 1.213)
C (3.337, 4.994, 1.090)
C (4.315, 3.999, 1.190)
C (4.063, 2.673, 0.919)
C (2.779, 2.195, 0.532)
O (2.527, 0.988, 0.318)
C (1.739, 3.235, 0.387)
N (0.509, 2.820, 0.005)
C (-0.447, 3.704, -0.151)
C (-0.249, 5.079, 0.053)
C (0.982, 5.518, 0.452)
C (2.033, 4.593, 0.641)
H (9.830, 4.141, 6.053)
H (9.696, 5.718, 5.243)
H (9.655, 4.216, 4.285)
H (8.671, 6.002, 3.222)
H (7.036, 6.998, 1.660)
H (3.823, 5.437, 3.979)
H (5.446, 4.475, 5.583)
H (5.327, 4.271, 1.456)
H (4.859, 1.942, 0.990)
H (-1.422, 3.327, -0.447)
H (-1.067, 5.772, -0.098)
H (1.175, 6.567, 0.629)
F (-5.260, 0.891, 0.330)
C (-4.344, 0.449, 1.200)
F (-4.950, 0.275, 2.381)
F (-3.427, 1.424, 1.354)
S (-3.542, -1.102, 0.614)
O (-4.626, -2.043, 0.523)
O (-2.562, -1.358, 1.661)
O (-2.938, -0.690, -0.642)
N (-1.190, -8.224, 0.633)
C (-1.160, -9.580, 0.390)
C (-1.971, -10.630, 0.806)
C (-1.626, -11.893, 0.364)
C (-0.511, -12.101, -0.463)
C (0.288, -11.052, -0.871)
C (-0.047, -9.770, -0.439)
N (0.563, -8.556, -0.709)
C (-0.140, -7.673, -0.057)
C (0.119, -6.227, -0.049)
C (-0.399, -5.396, 0.935)
C (-0.160, -4.034, 0.852)
N (0.550, -3.476, -0.124)
C (1.065, -4.281, -1.051)
C (0.881, -5.653, -1.061)
H (-1.910, -7.711, 1.110)
H (-2.830, -10.472, 1.445)
H (-2.230, -12.740, 0.662)
H (-0.278, -13.108, -0.786)
H (1.147, -11.205, -1.511)
H (-0.980, -5.781, 1.762)
H (-0.586, -3.362, 1.588)
H (1.642, -3.802, -1.833)
H (1.302, -6.273, -1.839)